# 1
ORCA calculation (the ωB97M-V functional and the def2-TZVPD basis) on a molecular structure, C22H19BrCl2N5O2Tc.

Each line ends with the Löwdin charge.
CARTESIAN COORDINATES (ANGSTROEM)
1 Tc 0.520 -0.538 0.509  1.182
2 Cl -6.005 -1.457 2.623  0.628
3 C -4.472 -1.692 1.835  -0.688
4 C -3.468 -0.756 2.052  -0.038
5 C -2.231 -0.908 1.440  -0.185
6 N -1.162 -0.014 1.591  -0.037
7 C -1.179 1.073 2.370  -0.474
8 O -2.078 1.531 3.076  0.020
9 C 0.161 1.787 2.354  -0.195
10 C 0.345 2.938 3.101  0.003
11 C 1.573 3.571 3.049  -0.058
12 C 2.582 3.034 2.262  -0.058
13 C 2.323 1.877 1.549  -0.141
14 N 1.137 1.276 1.590  -0.049
15 C -1.999 -2.025 0.597  -0.186
16 C -3.016 -2.949 0.394  -0.038
17 C -4.247 -2.777 1.012  -0.687
18 Cl -5.489 -3.960 0.721  0.628
19 N -0.731 -2.107 0.011  -0.041
20 C -0.329 -3.088 -0.805  -0.464
21 O -0.930 -4.090 -1.193  0.019
22 C 1.099 -2.877 -1.269  -0.175
23 C 1.690 -3.778 -2.141  0.004
24 C 2.991 -3.546 -2.548  -0.062
25 C 3.662 -2.426 -2.078  -0.062
26 C 3.002 -1.573 -1.211  -0.131
27 N 1.752 -1.798 -0.820  -0.051
28 H -3.646 0.089 2.696  0.092
29 H -0.483 3.299 3.694  0.117
30 H 1.746 4.476 3.619  0.104
31 H 3.559 3.493 2.200  0.101
32 H 3.076 1.407 0.931  0.104
33 H -2.843 -3.801 -0.243  0.093
34 H 1.111 -4.629 -2.466  0.115
35 H 3.481 -4.233 -3.227  0.103
36 H 4.680 -2.210 -2.369  0.099
37 H 3.475 -0.686 -0.812  0.102
38 C 1.303 2.427 -2.115  -0.072
39 C -0.018 1.775 -1.673  -0.748
40 C -0.800 2.765 -0.795  -0.054
41 C -0.857 1.453 -2.920  -0.075
42 N 0.247 0.561 -0.981  -0.130
43 H 1.127 3.342 -2.690  0.072
44 H 1.871 1.731 -2.735  0.069
45 H 1.907 2.681 -1.242  0.055
46 H -1.091 3.651 -1.367  0.076
47 H -0.194 3.098 0.048  0.060
48 H -1.702 2.291 -0.406  0.081
49 H -1.063 2.355 -3.504  0.070
50 H -1.805 1.002 -2.623  0.075
51 H -0.327 0.739 -3.552  0.070
52 Br 1.742 -1.802 2.458  -0.246

Forces on the atoms, in the same order (eV/Å):
-0.29 0.46 -0.41
-0.01 0.00 0.00
0.01 0.06 0.04
-0.04 -0.07 -0.03
-0.06 0.03 0.03
0.17 -0.02 -0.09
0.24 0.01 0.08
-0.05 -0.03 -0.06
-0.02 -0.06 -0.08
0.10 -0.05 -0.07
0.02 0.05 0.03
0.00 -0.04 -0.02
-0.07 0.07 0.10
-0.15 -0.19 -0.03
-0.03 -0.03 -0.03
-0.07 0.01 0.05
0.02 -0.05 -0.04
-0.01 -0.01 0.00
0.12 0.15 -0.01
0.18 0.01 0.03
-0.06 0.03 -0.01
-0.02 0.10 0.03
0.06 0.10 0.06
0.04 -0.03 -0.03
-0.02 0.04 0.04
-0.04 -0.13 -0.05
-0.14 0.00 0.10
0.01 0.00 0.00
-0.03 -0.01 0.00
0.01 0.00 -0.01
0.00 0.02 0.01
0.00 0.01 -0.01
0.00 0.01 0.00
-0.03 -0.01 0.00
0.01 0.01 0.00
0.01 -0.01 -0.02
0.01 0.00 -0.01
0.01 0.03 -0.03
-0.16 0.01 0.01
-0.03 0.00 -0.01
-0.02 0.03 -0.05
0.30 -0.43 0.39
-0.01 0.01 0.00
0.00 -0.02 0.00
0.00 0.00 0.02
0.00 0.00 -0.03
0.03 0.00 0.03
0.00 -0.01 0.01
0.00 0.02 -0.01
-0.01 0.00 0.02
0.02 -0.01 0.00
0.03 -0.04 0.05

**Total charge**: -1
**Relative energy (zero: lowest compared OMol25 entry of this formula, charge and spin)**: 2.1 kcal/mol
**E_tot**: -4849.39803 Eh
**2S+1**: 4



# 2
ORCA calculation (the ωB97M-V functional and the def2-TZVPD basis) on a molecular structure, C31H66N16O31S in a non-equilibrium geometry.

Each line ends with the Löwdin charge.
CARTESIAN COORDINATES (ANGSTROEM)
1 C 1.585 0.611 3.589  0.036
2 C 1.028 -0.764 3.270  -0.521
3 O 1.624 -1.525 2.555  0.115
4 O -0.178 -1.084 3.832  -0.030
5 C -1.246 -0.715 2.922  -0.142
6 C -2.369 0.005 3.678  -0.075
7 C -2.975 1.129 2.866  -0.098
8 C -3.521 0.960 1.632  -0.216
9 O -3.537 -0.307 1.129  -0.026
10 C -3.327 -0.414 -0.291  -0.125
11 C -1.833 -0.314 -0.702  -0.301
12 C -1.427 -1.648 -1.358  -0.053
13 C -1.726 0.797 -1.766  -0.141
14 C -0.292 1.169 -2.223  -0.384
15 C -0.269 2.712 -2.400  -0.085
16 C 0.815 0.837 -1.202  -0.060
17 C -4.086 2.096 0.957  0.006
18 C -4.100 3.329 1.485  -0.011
19 C -3.559 3.566 2.778  -0.373
20 N -3.516 4.699 3.467  -0.222
21 S -2.795 4.314 4.866  0.995
22 N -2.516 2.745 4.650  -0.238
23 C -2.991 2.433 3.439  -0.305
24 H 1.203 0.908 4.567  0.089
25 H 1.197 1.299 2.835  0.092
26 H 2.669 0.596 3.581  0.082
27 H -1.636 -1.604 2.427  0.128
28 H -0.841 -0.038 2.169  0.110
29 H -3.146 -0.687 4.009  0.129
30 H -1.918 0.438 4.570  0.106
31 H -3.944 0.257 -0.887  0.096
32 H -3.647 -1.422 -0.557  0.109
33 H -1.232 -0.107 0.177  0.101
34 H -0.498 -1.559 -1.913  0.069
35 H -2.214 -1.998 -2.024  0.070
36 H -1.355 -2.408 -0.576  0.072
37 H -2.266 0.440 -2.646  0.099
38 H -2.225 1.701 -1.400  0.104
39 H -0.033 0.766 -3.200  0.104
40 H -0.571 3.140 -1.436  0.080
41 H 0.723 3.087 -2.662  0.025
42 H -1.018 3.045 -3.125  0.081
43 H 0.458 1.138 -0.212  0.073
44 H 1.716 1.415 -1.396  0.060
45 H 1.038 -0.229 -1.231  0.073
46 H -4.524 1.965 -0.024  0.110
47 H -4.561 4.139 0.932  0.119
48 C 1.984 -4.462 2.764  0.039
49 N 2.784 -5.658 3.149  -0.431
50 O 3.632 -6.046 2.373  0.062
51 O 2.529 -6.172 4.222  0.046
52 H 2.315 -4.120 1.792  0.098
53 H 0.942 -4.765 2.736  0.107
54 H 2.150 -3.700 3.514  0.063
55 C 3.767 3.650 -5.158  0.045
56 N 2.704 3.622 -4.120  -0.421
57 O 2.805 2.806 -3.228  0.076
58 O 1.808 4.432 -4.252  0.056
59 H 4.501 2.885 -4.929  0.095
60 H 3.289 3.456 -6.113  0.061
61 H 4.217 4.639 -5.137  0.106
62 C 0.812 5.330 -7.774  0.066
63 N 2.170 5.126 -8.349  -0.429
64 O 2.686 6.053 -8.937  0.066
65 O 2.676 4.034 -8.186  0.038
66 H 0.493 6.341 -7.996  0.098
67 H 0.152 4.601 -8.235  0.106
68 H 0.886 5.166 -6.701  0.089
69 C 6.652 -7.022 2.982  0.035
70 N 8.063 -7.225 2.552  -0.457
71 O 8.647 -6.281 2.063  0.064
72 O 8.535 -8.330 2.723  0.054
73 H 6.367 -5.998 2.771  0.083
74 H 6.035 -7.718 2.423  0.097
75 H 6.604 -7.227 4.047  0.101
76 C 3.452 -3.482 6.412  0.028
77 N 4.544 -2.943 5.560  -0.426
78 O 4.614 -3.354 4.424  0.084
79 O 5.294 -2.126 6.059  0.049
80 H 2.882 -4.185 5.828  0.047
81 H 3.917 -3.968 7.263  0.099
82 H 2.838 -2.640 6.722  0.104
83 C -7.749 0.725 -2.155  0.025
84 N -6.406 0.586 -2.789  -0.445
85 O -5.962 1.546 -3.385  0.068
86 O -5.844 -0.482 -2.663  0.054
87 H -8.116 1.717 -2.351  0.066
88 H -8.393 -0.028 -2.600  0.105
89 H -7.627 0.556 -1.090  0.097
90 C -1.432 -0.836 -6.786  0.048
91 N -1.644 -0.677 -5.321  -0.432
92 O -2.721 -0.263 -4.951  0.077
93 O -0.713 -0.976 -4.603  0.062
94 H -2.338 -0.534 -7.299  0.092
95 H -0.594 -0.203 -7.064  0.098
96 H -1.208 -1.882 -6.971  0.100
97 C 0.353 -6.458 8.269  0.054
98 N 1.060 -5.698 7.205  -0.416
99 O 0.394 -5.051 6.426  0.076
100 O 2.275 -5.776 7.181  0.024
101 H -0.712 -6.292 8.160  0.102
102 H 0.600 -7.507 8.133  0.107
103 H 0.702 -6.095 9.230  0.060
104 C -4.405 -4.969 0.094  0.048
105 N -3.880 -4.268 -1.109  -0.444
106 O -4.682 -3.737 -1.848  0.071
107 O -2.678 -4.272 -1.264  0.050
108 H -5.485 -4.879 0.101  0.093
109 H -4.099 -6.008 0.025  0.099
110 H -3.968 -4.491 0.966  0.099
111 C 5.954 1.204 5.899  0.046
112 N 5.033 2.196 6.517  -0.456
113 O 4.234 2.753 5.793  0.058
114 O 5.143 2.377 7.711  0.059
115 H 5.740 1.147 4.839  0.095
116 H 6.970 1.547 6.073  0.102
117 H 5.776 0.248 6.383  0.074
118 C 5.783 2.152 -8.227  0.046
119 N 5.134 1.091 -7.407  -0.453
120 O 3.923 1.111 -7.324  0.055
121 O 5.863 0.281 -6.879  0.072
122 H 5.009 2.797 -8.630  0.077
123 H 6.453 2.704 -7.574  0.100
124 H 6.335 1.657 -9.021  0.101
125 C 2.228 8.613 -11.269  0.043
126 N 0.922 9.255 -11.584  -0.457
127 O 0.031 9.149 -10.766  0.061
128 O 0.840 9.841 -12.641  0.065
129 H 2.152 8.130 -10.302  0.068
130 H 2.431 7.887 -12.050  0.102
131 H 2.982 9.394 -11.257  0.101
132 C -11.703 3.125 -0.381  0.051
133 N -10.360 3.025 -1.013  -0.432
134 O -9.933 3.996 -1.594  0.091
135 O -9.776 1.963 -0.901  0.035
136 H -12.095 4.119 -0.562  0.095
137 H -12.334 2.366 -0.835  0.101
138 H -11.577 2.941 0.682  0.102
139 C 2.266 -2.938 10.082  0.061
140 N 1.741 -4.200 10.669  -0.436
141 O 2.487 -4.862 11.350  0.092
142 O 0.582 -4.482 10.419  0.032
143 H 3.299 -2.820 10.386  0.102
144 H 2.182 -3.023 9.004  0.076
145 H 1.652 -2.124 10.457  0.106

Forces on the atoms, in the same order (eV/Å):
-0.82 -0.48 0.53
1.03 0.00 -0.34
-0.38 -0.09 0.23
-0.01 0.26 -0.28
-0.57 0.00 0.20
0.29 0.16 -0.18
0.28 -0.35 0.69
0.17 0.29 0.31
-0.28 0.56 -0.45
0.67 -0.99 -0.15
-0.87 0.06 -1.29
-0.11 0.24 0.84
0.70 -0.44 0.04
0.34 1.60 0.35
-0.25 -0.32 0.35
-0.62 -0.01 -0.27
-0.05 -0.87 -0.63
-0.38 1.13 0.02
-0.01 -0.80 -0.58
0.24 -0.12 0.48
-0.05 0.10 -0.21
-0.04 0.21 0.03
-0.07 0.28 0.36
0.13 0.24 -0.09
0.12 0.10 0.04
0.00 0.02 -0.16
0.29 -0.04 -0.06
0.00 -0.05 -0.06
0.07 -0.08 -0.07
-0.10 0.02 0.03
-0.07 0.17 0.27
-0.31 0.06 0.25
0.06 0.07 0.01
0.03 -0.15 0.03
0.09 0.22 -0.23
0.32 -0.06 -0.12
-0.23 0.16 0.08
0.03 -0.02 -0.01
-0.13 -0.44 0.14
0.16 0.18 -0.07
-0.53 -0.12 0.06
0.12 -0.02 -0.09
0.17 -0.18 0.08
0.05 -0.13 -0.16
0.17 0.04 0.35
0.02 -0.06 0.04
0.08 0.03 0.06
0.00 -0.05 -0.18
-0.16 0.11 -0.02
0.09 -0.11 0.07
0.13 0.02 -0.12
0.08 -0.01 0.03
0.00 0.02 0.14
-0.05 -0.04 0.04
0.22 -0.17 -0.06
0.38 -0.16 -0.10
0.07 0.30 -0.17
-0.04 0.05 0.04
-0.07 -0.03 0.10
0.01 0.06 0.01
-0.11 0.04 -0.03
-0.11 0.18 0.05
-0.20 0.09 0.05
0.10 -0.02 -0.04
0.08 0.00 -0.09
0.06 0.00 -0.04
0.05 -0.08 0.07
0.01 -0.11 -0.02
-0.09 0.20 -0.03
-0.08 0.04 0.03
0.05 -0.02 -0.01
0.03 -0.02 -0.01
0.05 0.00 -0.04
0.01 -0.06 0.07
-0.01 -0.12 -0.03
0.03 0.25 -0.21
-0.13 0.04 0.06
0.15 0.05 -0.12
0.05 0.05 -0.02
0.05 -0.04 -0.08
0.03 0.04 0.01
0.09 0.05 0.04
0.28 -0.02 -0.30
-0.07 -0.09 0.02
0.06 0.00 0.02
0.04 0.02 0.02
0.12 0.10 -0.08
0.03 -0.07 0.10
0.00 -0.08 -0.01
-0.13 0.05 -0.16
0.00 -0.04 -0.13
0.01 0.01 0.04
-0.05 -0.07 -0.07
-0.03 0.01 0.07
0.07 -0.09 0.04
0.11 0.02 0.03
-0.15 -0.29 -0.08
-0.12 -0.18 0.02
0.06 0.11 0.00
-0.31 -0.29 0.38
0.02 0.07 -0.05
0.09 0.03 0.00
0.01 -0.19 -0.16
-0.18 0.01 0.08
-0.07 -0.04 0.00
0.02 0.01 -0.03
-0.11 -0.33 -0.01
0.01 0.04 -0.06
0.10 0.03 0.04
0.08 -0.05 -0.02
0.01 -0.08 -0.17
0.05 -0.02 -0.08
-0.06 0.01 0.03
-0.03 0.01 0.02
-0.05 0.04 0.02
-0.02 -0.03 0.11
0.08 0.02 0.05
-0.13 0.17 -0.13
0.01 0.07 -0.10
-0.05 -0.06 0.07
0.00 -0.01 0.03
-0.05 -0.04 0.05
0.09 -0.09 -0.02
0.09 -0.02 0.08
0.06 -0.11 0.21
0.04 -0.03 0.05
-0.04 0.00 -0.01
-0.02 0.02 -0.02
-0.05 0.00 -0.01
0.03 0.09 -0.07
-0.01 0.00 -0.13
-0.12 0.15 0.01
-0.08 0.04 0.04
0.05 -0.01 -0.03
-0.40 0.16 0.25
0.07 0.01 -0.04
0.05 -0.07 0.07
0.01 -0.11 -0.02
0.17 0.11 0.06
0.05 0.13 0.11
-0.03 -0.08 -0.02
0.09 0.23 0.15
-0.01 -0.07 0.03
-0.12 0.02 -0.01
-0.08 -0.03 -0.08

**Relative energy (zero: lowest compared OMol25 entry of this formula, charge and spin)**: 0.0 kcal/mol
**E_tot**: -4826.16479 Eh
**2S+1**: 1



# 3
ORCA calculation (the ωB97M-V functional and the def2-TZVPD basis) on 2 unconnected molecules or ions with the total composition C3H7NO3P in a non-equilibrium geometry.

Each line ends with the Löwdin charge.
CARTESIAN COORDINATES (ANGSTROEM)
1 C -0.586 1.649 -0.028  0.228
2 C -1.179 -0.599 -0.431  -0.248
3 C 3.748 -0.775 0.034  -0.072
4 N -0.185 0.421 -0.029  0.110
5 O -3.475 -0.035 1.303  -0.405
6 O -2.353 -0.030 -0.942  -0.423
7 O 2.665 -0.280 0.273  -0.059
8 P -3.891 -0.014 -0.064  0.997
9 H -1.641 1.782 -0.347  0.121
10 H -0.069 2.432 0.291  0.081
11 H -0.751 -1.363 -1.150  0.166
12 H -1.425 -1.114 0.633  0.174
13 H 4.625 -0.118 0.215  0.100
14 H 3.859 -1.916 -0.033  0.117
15 H 0.659 -0.040 0.274  0.115

Forces on the atoms, in the same order (eV/Å):
-2.19 -4.42 -1.07
-1.55 -2.08 2.10
-0.31 -0.54 2.03
-2.45 1.37 -0.97
0.19 -0.13 2.24
-0.61 -0.50 0.12
-0.10 -0.33 -0.75
1.44 0.04 -2.53
1.06 0.05 0.06
2.70 3.00 1.37
-0.28 1.17 0.82
0.59 0.76 -2.41
0.08 -0.53 -0.76
0.05 1.43 -0.51
1.38 0.70 0.25

**Total charge**: +1
**Relative energy (zero: lowest compared OMol25 entry of this formula, charge and spin)**: 27.4 kcal/mol
**E_tot**: -740.03975 Eh
**2S+1**: 1



# 4
ORCA calculation (the ωB97M-V functional and the def2-TZVPD basis) on a molecular structure, C21H13BrClIMgN2O3 in a non-equilibrium geometry.

Each line ends with the Löwdin charge.
CARTESIAN COORDINATES (ANGSTROEM)
1 Mg 9.401 8.447 7.338  0.664
2 C 11.436 7.565 10.466  -0.092
3 C 11.489 7.169 9.114  -0.078
4 C 10.528 6.290 8.642  -0.133
5 C 9.589 5.755 9.501  -0.088
6 C 9.573 6.158 10.794  -0.090
7 C 10.478 7.093 11.265  -0.111
8 H 12.207 8.327 10.886  0.151
9 H 12.124 7.658 8.437  0.092
10 H 10.674 5.868 7.642  0.129
11 H 8.826 5.065 9.042  0.129
12 H 8.770 5.835 11.430  0.107
13 H 10.301 7.454 12.270  0.112
14 Cl 3.075 8.860 4.462  0.686
15 C 4.578 8.287 5.114  -0.625
16 C 4.799 6.981 5.408  -0.186
17 C 5.991 6.464 5.938  -0.625
18 I 6.058 4.435 6.508  0.862
19 C 7.112 7.283 6.174  -0.406
20 O 8.225 7.011 6.808  -0.194
21 C 6.928 8.699 5.743  -0.146
22 N 7.881 9.538 6.143  0.063
23 C 7.793 10.830 5.878  -0.082
24 C 6.679 11.365 5.240  -0.059
25 C 5.674 10.579 4.896  -0.019
26 C 5.685 9.176 5.204  -0.139
27 H 3.955 6.334 5.341  0.083
28 H 8.506 11.449 6.378  0.115
29 H 6.758 12.358 4.913  0.101
30 H 4.809 11.038 4.458  0.098
31 Br 6.692 8.826 9.565  0.851
32 C 8.280 9.811 9.911  -0.675
33 C 8.377 10.555 11.035  -0.115
34 C 9.489 11.329 11.147  -0.022
35 C 10.455 11.253 10.122  0.035
36 C 10.315 10.379 9.019  -0.160
37 N 9.195 9.667 8.931  0.026
38 C 11.411 10.232 7.924  -0.612
39 O 12.427 10.898 8.075  0.072
40 O 11.020 9.410 7.061  -0.058
41 H 7.581 10.529 11.736  0.103
42 H 9.591 12.033 11.950  0.114
43 H 11.396 11.808 10.200  0.125

Forces on the atoms, in the same order (eV/Å):
-0.87 -0.64 -0.91
3.23 2.41 -0.90
-1.12 0.08 1.31
1.50 -0.40 -0.75
-1.40 -1.27 -1.65
-1.02 0.09 0.60
-1.62 -0.63 1.57
-1.44 -1.36 -0.95
1.22 0.23 -0.67
-0.48 0.37 0.12
0.86 0.73 0.87
-0.12 -0.21 0.30
0.45 0.03 0.13
0.01 -0.15 0.13
1.26 0.54 -0.66
-0.56 -0.17 0.42
1.38 0.25 0.36
0.06 0.48 -0.08
-0.18 1.10 0.00
-0.96 -0.60 -0.68
-1.94 -1.43 0.28
1.17 0.72 -0.10
-0.38 -1.11 1.03
2.22 0.35 -0.04
-2.07 -2.08 -0.15
0.76 0.83 0.33
-0.39 -0.57 -0.18
0.69 0.41 -0.22
-0.34 1.41 -0.06
-0.38 -0.16 -0.30
-0.02 -0.04 0.17
-0.28 -1.79 -2.15
-0.43 -0.01 0.09
1.73 0.51 -1.36
0.58 -0.01 0.28
0.13 1.56 2.07
-0.53 0.56 1.34
-0.24 1.23 1.92
-0.61 -0.76 -0.59
0.82 -0.63 -1.62
-0.44 0.13 0.51
0.24 0.08 0.34
-0.48 -0.09 -0.15

**Relative energy (zero: lowest compared OMol25 entry of this formula, charge and spin)**: 0.0 kcal/mol
**E_tot**: -4675.43477 Eh
**2S+1**: 1